1.
The following is a DFT calculation (ωB97M-V with the def2-TZVPD basis set) of 16 unconnected molecules or ions with the total composition C3H39BBrFO17SSi.

The calculation puts the HOMO energy at -9.1 eV. The value obtained for the LUMO energy is -0.0057 Ha.

Atoms and positions in Å:
C (2.53, -0.49, 0.64)
C (2.83, -1.84, -0.02)
S (1.36, -2.91, -0.23)
C (0.03, -2.27, 0.86)
Si (-1.21, -1.33, -0.19)
F (-0.54, -0.76, -1.53)
Br (-2.74, -2.89, -0.87)
B (-2.24, 0.05, 0.78)
O (-2.58, -0.12, 2.10)
O (-2.63, 1.23, 0.17)
H (3.47, -0.14, 1.07)
H (1.82, -0.53, 1.46)
H (2.26, 0.29, -0.08)
H (3.19, -1.62, -1.02)
H (3.66, -2.35, 0.47)
H (0.38, -1.72, 1.73)
H (-0.49, -3.16, 1.24)
H (-2.43, 0.75, 2.51)
H (-2.79, 1.03, -0.77)
O (1.61, -3.59, 3.03)
H (1.85, -3.29, 2.15)
H (2.33, -4.17, 3.30)
O (-1.11, -4.59, -3.70)
H (-1.18, -5.48, -3.34)
H (-1.38, -4.01, -2.98)
O (5.44, -0.84, -1.10)
H (5.70, -0.50, -1.96)
H (6.18, -1.39, -0.83)
O (-3.18, -5.55, -5.41)
H (-2.68, -4.78, -5.09)
H (-2.70, -5.84, -6.19)
O (0.11, 0.12, 3.55)
H (0.29, -0.80, 3.77)
H (-0.79, 0.11, 3.20)
O (2.28, 2.64, 0.97)
H (2.14, 3.54, 1.28)
H (1.97, 2.09, 1.70)
O (3.22, 2.84, 3.57)
H (3.59, 3.66, 3.93)
H (3.79, 2.65, 2.82)
O (-5.75, -0.91, -0.17)
H (-6.47, -1.55, -0.22)
H (-4.96, -1.42, -0.38)
O (1.33, 5.28, 3.68)
H (1.36, 4.38, 4.02)
H (0.92, 5.79, 4.38)
O (-1.08, 3.52, 3.38)
H (-0.82, 3.89, 2.53)
H (-0.33, 2.98, 3.65)
O (5.57, -2.74, -3.18)
H (5.69, -3.30, -2.40)
H (4.61, -2.69, -3.28)
O (-5.59, 1.75, -1.80)
H (-5.71, 1.05, -1.14)
H (-6.22, 2.43, -1.55)
O (-2.63, 4.11, -0.41)
H (-2.47, 3.18, -0.21)
H (-3.53, 4.13, -0.75)
O (2.48, 4.42, -1.71)
H (2.34, 3.74, -2.38)
H (2.36, 3.96, -0.87)
O (-4.02, 1.41, -4.43)
H (-4.13, 0.53, -4.07)
H (-4.30, 1.99, -3.70)

natural (NBO) atomic charge list, values in e, 5 entries:
1. C -0.6410
2. C -0.5225
3. S 0.1773
4. C -1.0816
5. Si 1.5362

2.
The following is a DFT calculation (ωB97M-V with the def2-TZVPD basis set) of a molecular structure, C11H14N4O3PtS.

The calculation puts the HOMO energy at -8.1 eV. The value obtained for the LUMO energy is -0.0342 Ha.

Atoms and positions in Å:
Pt (0.27, 0.21, 0.79)
N (-0.22, 4.20, 2.20)
C (0.12, 2.95, 1.86)
S (-0.62, 2.27, 0.43)
N (0.99, 2.34, 2.65)
N (1.24, 1.08, 2.23)
C (2.06, 0.32, 2.88)
C (2.24, -1.04, 2.35)
C (3.03, -2.00, 2.96)
C (3.17, -3.24, 2.34)
C (2.53, -3.48, 1.14)
C (1.73, -2.48, 0.59)
N (1.60, -1.30, 1.18)
H (-0.78, 4.75, 1.58)
H (0.31, 4.66, 2.92)
H (2.57, 0.69, 3.75)
H (3.52, -1.78, 3.90)
H (3.77, -4.01, 2.80)
H (2.61, -4.43, 0.64)
H (1.15, -2.61, -0.32)
C (-3.98, -1.88, -0.74)
C (-2.84, -1.45, 0.18)
C (-2.96, -2.11, 1.55)
O (-2.81, -0.04, 0.30)
C (-1.51, -1.90, -0.46)
O (-1.43, -3.06, -0.83)
O (-0.51, -1.07, -0.60)
H (-4.94, -1.61, -0.28)
H (-3.95, -2.95, -0.91)
H (-3.89, -1.36, -1.69)
H (-3.93, -1.88, 2.00)
H (-2.18, -1.74, 2.22)
H (-2.87, -3.19, 1.46)
H (-3.60, 0.30, 0.73)

natural (NBO) atomic charge list, values in e, 5 entries:
1. Pt 0.7840
2. N -0.7734
3. C 0.2894
4. S -0.1363
5. N -0.4341

3.
The following is a DFT calculation (ωB97M-V with the def2-TZVPD basis set) of 4 unconnected molecules or ions with the total composition H8O4.

The calculation puts the HOMO energy at -10.7 eV. The value obtained for the LUMO energy is 0.0173 Ha.

Atoms and positions in Å:
O (-0.62, -3.18, 0.98)
H (-0.09, -2.80, 1.68)
H (-1.45, -3.41, 1.41)
O (1.39, 2.07, 1.13)
H (2.30, 1.77, 1.04)
H (0.86, 1.28, 1.00)
O (0.21, 2.17, -2.46)
H (-0.34, 2.73, -2.99)
H (-0.08, 1.28, -2.67)
O (-0.71, -0.34, 0.55)
H (-0.98, -0.29, -0.37)
H (-0.49, -1.26, 0.69)

natural (NBO) atomic charge list, values in e, 5 entries:
1. O -0.9363
2. H 0.4705
3. H 0.4815
4. O -0.9465
5. H 0.4589

4.
The following is a DFT calculation (ωB97M-V with the def2-TZVPD basis set) of a molecular structure, C5H8O2.

The calculation puts the HOMO energy at -9.2 eV. The value obtained for the LUMO energy is 0.0345 Ha.

Atoms and positions in Å:
C (-1.35, 1.25, -0.30)
C (-0.28, 0.25, 0.00)
C (-0.08, -0.49, 1.32)
O (1.37, -0.46, 1.17)
C (1.24, 0.27, -0.05)
C (0.48, -0.58, -1.01)
O (0.63, -1.96, -0.93)
H (-1.43, 2.01, 0.49)
H (-1.13, 1.77, -1.24)
H (-2.31, 0.75, -0.40)
H (-0.46, -1.51, 1.33)
H (-0.41, 0.05, 2.22)
H (2.06, 0.90, -0.39)
H (0.44, -0.19, -2.03)
H (1.24, -2.07, -0.18)

natural (NBO) atomic charge list, values in e, 5 entries:
1. C -0.6080
2. C -0.1083
3. C -0.0642
4. O -0.5292
5. C 0.0474

5.
The following is a DFT calculation (ωB97M-V with the def2-TZVPD basis set) of 2 unconnected molecules or ions with the total composition C3H8O2.

The calculation puts the HOMO energy at -9.9 eV. The value obtained for the LUMO energy is 0.0305 Ha.

Atoms and positions in Å:
C (-2.16, -1.06, -0.47)
O (-1.11, -1.70, -0.59)
H (-1.98, 0.11, -0.54)
H (-3.17, -1.44, -0.49)
C (2.19, 0.63, -0.07)
C (0.91, 0.49, 0.80)
O (-0.12, 1.36, 0.30)
H (1.86, 0.17, -1.07)
H (2.96, -0.21, 0.33)
H (2.78, 1.52, -0.40)
H (0.37, -0.53, 0.72)
H (1.12, 0.58, 1.93)
H (0.20, 2.21, 0.39)

natural (NBO) atomic charge list, values in e, 5 entries:
1. C 0.2545
2. O -0.5191
3. H 0.1404
4. H 0.1253
5. C -0.6768

6.
The following is a DFT calculation (ωB97M-V with the def2-TZVPD basis set) of C26H28N4O3 in the gas phase.

The calculation puts the HOMO energy at -8.3 eV. The value obtained for the LUMO energy is 0.0230 Ha.

Atoms and positions in Å:
O (-0.81, -1.65, -1.30)
C (-1.52, -1.76, -0.32)
C (-3.03, -1.78, -0.36)
C (-3.59, -0.43, 0.16)
C (-4.93, -0.71, 0.86)
O (-5.00, -1.49, 1.79)
N (-6.02, -0.06, 0.40)
C (-6.05, 0.87, -0.71)
C (-4.86, 0.56, -1.62)
N (-3.61, 0.56, -0.89)
C (-3.12, 1.87, -0.48)
C (-1.65, 1.79, -0.19)
C (-1.15, 2.03, 1.08)
C (0.21, 1.96, 1.33)
C (1.10, 1.65, 0.31)
C (2.55, 1.58, 0.57)
C (3.04, 0.98, 1.73)
C (4.39, 0.94, 1.98)
C (5.29, 1.51, 1.09)
C (4.81, 2.11, -0.06)
C (3.46, 2.14, -0.32)
C (0.60, 1.40, -0.97)
C (-0.76, 1.47, -1.21)
N (-1.02, -1.85, 0.94)
C (0.40, -1.75, 1.19)
C (1.17, -2.99, 0.71)
O (2.57, -2.80, 0.78)
C (3.19, -2.04, -0.17)
C (4.56, -1.88, -0.02)
C (5.26, -1.14, -0.95)
C (4.56, -0.57, -2.00)
N (3.25, -0.71, -2.15)
C (2.58, -1.43, -1.26)
H (-3.35, -1.93, -1.39)
H (-3.41, -2.59, 0.27)
H (-2.92, -0.08, 0.95)
H (-6.88, -0.23, 0.91)
H (-5.99, 1.90, -0.34)
H (-6.99, 0.75, -1.25)
H (-4.99, -0.43, -2.06)
H (-4.80, 1.29, -2.43)
H (-3.66, 2.26, 0.40)
H (-3.29, 2.55, -1.32)
H (-1.82, 2.29, 1.88)
H (0.58, 2.16, 2.32)
H (2.35, 0.53, 2.43)
H (4.76, 0.46, 2.88)
H (6.35, 1.48, 1.30)
H (5.51, 2.56, -0.76)
H (3.09, 2.62, -1.22)
H (1.28, 1.13, -1.77)
H (-1.14, 1.25, -2.20)
H (-1.64, -2.03, 1.71)
H (0.56, -1.60, 2.26)
H (0.78, -0.87, 0.65)
H (0.86, -3.23, -0.31)
H (0.97, -3.84, 1.36)
H (5.05, -2.34, 0.83)
H (6.33, -1.00, -0.86)
H (5.05, 0.03, -2.75)
H (1.51, -1.50, -1.46)

natural (NBO) atomic charge list, values in e, 5 entries:
1. O -0.6295
2. C 0.6938
3. C -0.4889
4. C -0.1472
5. C 0.6692

7.
The following is a DFT calculation (ωB97M-V with the def2-TZVPD basis set) of 10 unconnected molecules or ions with the total composition C3H28N2O9.

The calculation puts the HOMO energy at -9.5 eV. The value obtained for the LUMO energy is 0.0024 Ha.

Atoms and positions in Å:
N (0.28, -0.99, -1.55)
C (0.94, -0.30, -2.67)
C (0.85, 1.21, -2.52)
C (-0.57, 1.71, -2.66)
N (-1.13, 2.24, -1.37)
H (-0.72, -0.96, -1.68)
H (0.28, -0.57, -0.62)
H (2.02, -0.60, -2.64)
H (0.64, -0.57, -3.68)
H (1.53, 1.74, -3.25)
H (1.28, 1.68, -1.66)
H (-0.49, 2.44, -3.44)
H (-1.30, 0.93, -3.03)
H (-1.14, 1.39, -0.77)
H (-2.10, 2.48, -1.64)
O (2.73, 0.63, 1.97)
H (2.09, 0.68, 2.69)
H (2.50, 1.32, 1.34)
O (0.15, -3.59, -2.09)
H (0.95, -3.27, -1.67)
H (-0.06, -3.09, -2.86)
O (-1.03, 1.01, 3.55)
H (-1.98, 0.94, 3.58)
H (-0.72, 0.51, 2.79)
O (-1.97, -0.55, 0.66)
H (-1.95, 0.29, 1.14)
H (-1.17, -1.09, 0.75)
O (1.74, -2.43, 3.76)
H (2.23, -3.07, 3.23)
H (0.96, -2.15, 3.20)
O (1.03, -1.08, 1.19)
H (2.02, -0.71, 1.33)
H (0.97, -1.75, 0.51)
O (-1.92, 2.07, 1.39)
H (-1.23, 2.54, 0.85)
H (-2.01, 2.62, 2.19)
O (0.59, 3.04, 0.75)
H (0.52, 3.72, 1.44)
H (0.37, 3.47, -0.14)
O (-1.72, -4.30, 0.82)
H (-2.13, -3.41, 0.90)
H (-1.34, -4.18, -0.07)

natural (NBO) atomic charge list, values in e, 5 entries:
1. N -0.8984
2. C -0.2231
3. C -0.4406
4. C -0.2301
5. N -0.8771

8.
The following is a DFT calculation (ωB97M-V with the def2-TZVPD basis set) of a molecular structure, C17H44Cu2O17S5.

The calculation puts the HOMO energy (spin up / spin down) at -14.9 / -14.8 eV. The spin multiplicity is 3. The value obtained for the LUMO energy (spin up / spin down) is -0.2505 / -0.4309 Ha. Its expectation value of S² is 2.012. Its net charge is +2.

Atoms and positions in Å:
Cu (14.12, -0.76, 20.22)
Cu (12.68, -3.40, 18.97)
O (12.16, -1.77, 20.32)
C (11.30, -0.70, 20.62)
C (11.78, 0.79, 20.41)
O (12.95, 1.05, 19.78)
H (11.07, -0.83, 21.68)
H (10.41, -0.91, 20.02)
H (11.86, 1.23, 21.42)
H (10.93, 1.41, 20.08)
O (6.64, 4.43, 24.85)
S (6.94, 4.65, 23.48)
O (7.56, 5.85, 22.98)
O (7.85, 3.44, 22.91)
C (9.22, 3.37, 23.22)
C (9.57, 1.89, 23.10)
C (5.43, 4.20, 22.57)
H (9.52, 3.84, 24.16)
H (9.81, 3.87, 22.45)
H (9.23, 1.51, 22.14)
H (9.19, 1.25, 23.90)
H (10.65, 1.76, 23.23)
H (5.80, 3.40, 21.92)
H (5.06, 5.05, 22.01)
H (4.65, 3.79, 23.20)
O (5.84, -0.70, 19.91)
S (6.37, -0.56, 18.58)
O (5.59, -0.60, 17.38)
O (7.13, 0.91, 18.41)
C (7.83, 1.46, 19.50)
C (7.96, 2.98, 19.30)
C (7.76, -1.73, 18.43)
H (8.80, 0.98, 19.68)
H (7.18, 1.35, 20.38)
H (7.00, 3.49, 19.23)
H (8.42, 3.09, 18.31)
H (8.52, 3.47, 20.10)
H (7.29, -2.67, 18.16)
H (8.29, -1.81, 19.38)
H (8.37, -1.34, 17.62)
O (12.40, 7.14, 24.75)
S (12.18, 7.38, 23.35)
O (12.97, 8.33, 22.58)
O (12.27, 5.95, 22.48)
C (12.19, 5.92, 21.05)
C (11.36, 4.73, 20.56)
C (10.38, 7.72, 23.10)
H (13.18, 5.83, 20.60)
H (11.80, 6.81, 20.55)
H (10.30, 4.93, 20.45)
H (11.52, 3.81, 21.13)
H (11.64, 4.52, 19.53)
H (9.74, 6.97, 23.56)
H (10.30, 7.89, 22.02)
H (10.17, 8.69, 23.56)
O (12.34, -2.01, 17.19)
S (12.25, -1.11, 16.07)
O (12.35, -1.61, 14.74)
O (10.90, -0.25, 16.24)
C (10.43, 0.51, 15.10)
C (9.51, 1.59, 15.67)
C (13.45, 0.22, 16.37)
H (9.77, -0.17, 14.56)
H (11.16, 1.03, 14.49)
H (8.74, 1.22, 16.35)
H (8.98, 2.07, 14.85)
H (10.07, 2.42, 16.13)
H (13.70, 0.62, 15.38)
H (14.41, 0.03, 16.83)
H (12.91, 1.06, 16.82)
O (14.95, 4.98, 23.60)
S (15.65, 4.53, 22.42)
O (15.78, 5.34, 21.25)
O (17.13, 4.05, 22.87)
C (17.30, 3.62, 24.23)
C (18.79, 3.36, 24.42)
C (14.91, 2.94, 21.96)
H (16.76, 2.68, 24.35)
H (17.00, 4.33, 24.99)
H (19.37, 4.27, 24.30)
H (19.16, 2.59, 23.75)
H (18.92, 2.97, 25.43)
H (13.92, 3.08, 21.55)
H (14.84, 2.33, 22.87)
H (15.58, 2.38, 21.31)

Löwdin atomic charge list, values in e, 5 entries:
1. Cu 0.6226
2. Cu 0.6534
3. O -0.3286
4. C -0.2858
5. C -0.2819

Largest force on an atom (eV/Å)
1.56 1.14 0.70 0.70 5.02 0.66 3.31 4.12